Record 1
98
Properties=species:S:1:pos:R:3:lowdin_charge:R:1 method="wB97M-V/def2-TZVPD" max_force_ev_per_a=1.31 total_energy_ev=-72961.46784 charge=+1
I -4.337 -1.234 2.580 1.00
I -2.866 3.164 -2.292 1.29
F 2.337 3.425 -0.438 0.20
F -0.649 4.357 -1.250 -0.02
F 1.404 3.742 -2.345 0.18
F 0.168 4.024 0.698 0.16
F 1.379 1.768 -1.491 0.16
O 1.472 -1.887 2.556 -0.02
O -7.834 1.686 1.293 -0.14
O -5.208 0.364 -0.175 -0.20
N -2.126 1.904 -0.788 -0.25
N -0.234 -2.222 -0.686 0.05
C 0.630 1.273 -5.266 -0.11
C 4.180 2.116 -8.367 -0.11
C 0.810 -1.720 0.216 -0.20
C 7.308 -3.654 4.876 -0.11
C -0.069 3.420 -0.480 -0.39
C -3.079 -1.426 0.823 -0.64
C -3.646 -3.771 0.016 -0.09
C -2.409 -0.121 0.459 -0.12
C -7.494 1.520 2.670 -0.25
C -0.622 -0.733 2.188 -0.06
C 3.712 -0.579 5.645 -0.10
C 0.367 -1.830 1.678 -0.33
C -6.462 0.949 -0.550 -0.14
C 3.983 -1.931 4.991 -0.27
C 3.197 1.015 -7.980 -0.27
C 5.776 -2.694 6.679 -0.23
C -6.501 2.623 3.088 -0.07
C 0.794 1.480 1.419 -0.08
C 1.849 1.617 1.972 0.22
C 6.960 -2.449 5.746 -0.27
C 4.453 -3.002 5.974 -0.23
C -0.939 2.181 -0.200 -0.10
C 1.316 3.067 -1.199 -0.54
C -4.215 0.598 -1.143 -0.23
C -0.464 1.293 0.751 -0.09
C -2.877 0.819 -0.473 -0.14
C 1.734 1.405 -8.186 -0.23
C -1.190 0.141 1.111 -0.07
C 1.261 2.597 -7.353 -0.23
C 1.432 2.435 -5.844 -0.27
C -7.563 0.585 0.446 -0.18
C -3.734 -2.258 -0.291 -0.29
H 7.543 -4.523 5.494 0.08
H 4.535 -3.955 5.446 0.10
H -8.469 0.388 -0.136 0.13
H 5.650 -1.822 7.327 0.10
H 1.128 -0.719 -0.071 0.11
H -4.109 -0.263 -1.815 0.14
H -3.150 -2.086 -1.197 0.10
H -6.514 2.738 4.172 0.08
H 0.204 2.778 -7.575 0.11
H 5.208 1.779 -8.233 0.07
H 2.825 1.837 2.341 0.07
H 4.054 2.398 -9.414 0.08
H 6.015 -3.528 7.345 0.11
H -0.158 -1.791 -1.598 0.08
H -0.437 1.397 -5.473 0.07
H 0.760 1.216 -4.184 0.04
H 4.716 -1.809 4.187 0.10
H -6.735 3.564 2.599 0.08
H 2.489 2.310 -5.594 0.10
H 3.368 0.721 -6.940 0.10
H -1.436 -1.242 2.698 0.07
H 7.831 -2.190 6.353 0.11
H -0.141 -0.132 2.955 0.13
H 1.701 -2.357 0.124 0.13
H -3.538 -4.350 -0.898 0.08
H 3.405 0.128 -8.583 0.11
H -2.823 -4.012 0.692 0.07
H 2.954 -0.670 6.424 0.08
H -5.495 2.291 2.816 0.05
H 1.113 3.362 -5.358 0.10
H -4.547 1.426 -1.760 0.00
H 1.102 0.537 -7.974 0.10
H -6.388 2.039 -0.561 0.14
H 1.575 1.638 -9.243 0.11
H -7.336 -0.328 0.996 0.11
H -4.782 -2.020 -0.434 0.10
H 4.048 3.011 -7.757 0.06
H -6.743 0.579 -1.544 0.13
H 2.288 -1.827 2.051 0.09
H -7.013 0.561 2.855 0.07
H -2.312 -2.083 1.202 0.03
H 6.487 -3.923 4.210 0.06
H 0.946 0.316 -5.684 0.07
H 3.062 -2.279 4.516 0.08
H 8.179 -3.442 4.254 0.07
H -8.409 1.639 3.251 0.12
H 1.791 3.499 -7.673 0.10
H 6.767 -1.581 5.108 0.10
H -4.561 -4.096 0.512 0.07
H 3.680 -3.147 6.735 0.11
H -0.153 -2.791 1.761 0.14
H 4.613 -0.160 6.095 0.07
H 3.349 0.140 4.907 0.05
H -0.140 -3.222 -0.802 0.09

***

Record 2
112
Properties=species:S:1:pos:R:3:lowdin_charge:R:1 method="wB97M-V/def2-TZVPD" smiles="CCN(CCc1c(C[C@@H](O)CN)c(F)c(CP(=O)(O)O)c2nc(S(=O)(=O)C(F)(F)C(F)(F)F)c(F)nc12)C(C)=O.COCCOC.COCCOC.COCCOC" max_force_ev_per_a=9.87 total_energy_ev=-105758.67091
S -6.639 -0.736 -2.326 0.90
P -5.491 4.339 -5.674 0.73
F -5.702 -1.437 0.183 -0.01
F -8.233 -3.497 0.317 0.02
F -6.304 -3.352 -1.299 0.01
F -3.729 -2.277 -2.243 -0.05
F -2.063 5.829 -4.459 -0.04
F -9.260 -1.856 -1.094 0.04
F -8.220 -1.232 1.092 0.05
O 3.577 -0.405 2.175 -0.22
O -5.913 2.689 -6.110 -0.22
O 1.824 -1.076 6.830 -0.21
O 0.847 6.832 -4.053 -0.11
O -0.035 -5.381 2.659 -0.21
O 1.677 -3.786 0.837 -0.20
O 5.042 0.700 -1.811 -0.05
O -6.879 5.404 -5.897 -0.24
O -7.110 -1.424 -3.662 -0.34
O -7.649 0.454 -2.108 -0.34
O 5.773 -0.671 4.150 -0.19
O -4.320 4.888 -6.619 -0.41
O -0.228 -3.196 7.124 -0.19
N 0.403 4.452 -0.998 -0.04
N -2.168 -0.326 -2.794 0.13
N -4.941 1.525 -2.998 0.11
N 2.615 0.463 -1.694 -0.13
C 2.787 -1.975 -2.750 -0.11
C -4.942 0.064 -2.646 -0.16
C -3.573 -0.812 -2.575 -0.05
C 0.663 1.025 -3.416 -0.15
C 0.893 -2.639 1.150 -0.11
C -4.882 4.524 -3.860 -0.20
C -3.465 3.661 -3.724 -0.05
C -3.564 2.058 -3.275 -0.07
C 1.072 5.563 -3.322 -0.31
C 3.780 1.004 2.176 -0.10
C -0.411 -3.175 5.712 -0.11
C 1.500 1.408 -2.062 -0.18
C -2.042 4.401 -4.060 0.00
C 2.137 -4.462 2.010 -0.19
C 2.180 -0.979 -1.600 -0.22
C 4.794 -1.127 1.957 -0.19
C -2.233 1.133 -3.147 -0.07
C -0.954 -5.571 1.588 -0.11
C 1.148 -3.333 7.488 -0.19
C 3.982 0.895 -4.123 -0.03
C 0.262 5.657 -1.901 -0.23
C 1.306 -5.719 2.287 -0.19
C -0.775 1.876 -3.486 0.00
C 5.336 -1.707 3.267 -0.19
C 0.786 -0.102 6.860 -0.11
C -8.125 -2.064 -0.134 -0.14
C 4.832 -0.417 5.188 -0.11
C 3.871 0.663 -2.505 -0.28
C 0.782 4.213 -4.205 -0.10
C -6.638 -1.944 -0.888 -0.21
C 1.741 -1.990 7.928 -0.19
C -0.656 3.482 -3.914 0.00
H 0.119 -2.864 1.887 0.08
H 1.187 -4.027 8.334 0.12
H 1.722 3.514 -4.119 0.09
H -0.884 5.959 -2.038 0.13
H 4.591 -2.349 3.752 0.12
H 2.868 1.481 2.545 0.09
H 0.741 6.575 -1.307 0.13
H 1.315 -6.395 1.424 0.12
H 3.964 -2.119 -2.700 0.10
H 3.819 -0.296 4.798 0.08
H 0.267 -2.473 5.224 0.08
H -0.601 -5.108 0.663 0.08
H -0.196 -0.559 7.006 0.08
H 3.968 1.351 1.155 0.08
H 0.785 0.427 5.904 0.09
H 0.981 0.620 7.660 0.09
H 2.231 5.556 -3.047 0.16
H 2.137 -3.790 2.877 0.12
H 1.165 -1.558 8.755 0.13
H -1.441 -2.866 5.505 0.09
H 4.610 1.294 2.825 0.08
H 3.364 1.800 -4.541 0.07
H 4.557 -1.952 1.278 0.12
H 1.984 2.493 -2.163 0.12
H 1.006 -1.122 -1.584 0.12
H -6.461 6.266 -6.216 0.09
H 2.763 -2.156 8.281 0.12
H 1.239 1.321 -4.396 0.10
H 5.543 -0.493 1.468 0.13
H -0.543 4.365 -0.519 0.09
H 0.750 4.563 -5.346 0.14
H 5.123 0.508 5.696 0.09
H 1.746 -6.251 3.136 0.12
H 2.334 -3.051 -2.538 0.09
H 5.121 1.137 -4.385 0.11
H 2.575 -1.398 -0.555 0.12
H 3.754 -0.134 -4.640 0.08
H 1.541 -1.841 1.524 0.07
H 0.361 -0.100 -3.522 0.10
H 0.409 -2.294 0.230 0.07
H -1.905 -5.110 1.867 0.09
H 1.066 4.715 -0.226 0.08
H -5.747 4.083 -3.172 0.11
H 4.855 -1.236 5.914 0.09
H 6.214 -2.323 3.040 0.12
H 1.730 -3.770 6.668 0.12
H 0.770 1.477 -1.128 0.14
H 0.317 6.667 -4.891 0.10
H -5.747 2.561 -7.101 0.10
H 3.173 -4.763 1.819 0.12
H 2.433 -1.705 -3.858 0.08
H -4.761 5.655 -3.523 0.13
H -0.261 -4.181 5.306 0.08
H -1.118 -6.641 1.428 0.09

***

Record 3
128
Properties=species:S:1:pos:R:3:lowdin_charge:R:1 method="wB97M-V/def2-TZVPD" smiles="CC[C@@H](I)N(CCCCN)[C@@](S)(CCCN)[C@H](O[C@H](C[C@H]1CO1)S(=O)(=O)C(F)(F)C(F)(F)C(F)(F)C(F)(F)F)N(C(C)=O)C(C)=O.O=S1(=O)OCCO1.O=S1(=O)OCCO1.O=S1(=O)OCCO1.O=S1(=O)OCCO1" max_force_ev_per_a=10.65 total_energy_ev=-182607.77402
I -5.496 3.034 -0.165 0.80
S 0.994 -10.613 -0.107 0.68
S -2.278 9.000 4.101 0.68
S -1.430 3.728 -2.833 0.78
S 0.279 0.441 6.957 0.68
S 5.320 -8.473 -3.847 0.68
S 3.307 2.043 -1.689 0.92
F 4.213 -1.993 0.814 0.04
F 4.099 -4.596 -0.030 0.02
F 5.124 0.440 -0.551 0.01
F 1.921 -3.646 -0.231 0.06
F 3.319 -4.156 -2.240 0.05
F 5.040 0.140 -2.896 0.00
F 2.249 -0.462 -0.281 0.02
F 2.350 -1.392 -2.483 0.05
F 5.373 -2.367 -1.370 0.04
O -1.157 9.156 2.928 -0.20
O 4.305 3.175 -2.162 -0.33
O 5.218 -9.916 -3.862 -0.25
O 0.641 -9.540 -1.010 -0.24
O -3.048 7.805 3.845 -0.24
O 0.527 1.490 -1.781 -0.16
O 0.441 -10.738 1.222 -0.23
O 4.014 -7.879 -3.072 -0.19
O -1.498 -0.352 1.594 -0.04
O 6.435 -8.054 -2.734 -0.19
O 2.619 -10.675 -0.001 -0.21
O 0.285 -1.001 7.718 -0.19
O -3.185 10.295 3.701 -0.19
O -0.553 1.347 7.717 -0.23
O -1.641 9.270 5.372 -0.23
O 0.600 2.982 2.230 -0.03
O 1.839 0.831 7.231 -0.19
O 0.779 -12.028 -0.890 -0.19
O 3.142 2.385 -0.152 -0.33
O 0.106 0.213 5.542 -0.24
O 5.541 -7.688 -5.038 -0.23
O 2.794 1.067 -6.351 -0.23
N -2.733 2.174 -0.950 -0.21
N -0.143 1.323 0.511 0.05
N -7.522 -1.282 -2.676 -0.08
N -4.460 7.139 0.279 -0.04
C -3.124 6.445 0.574 -0.27
C 5.835 -7.207 -1.755 -0.17
C 0.625 1.721 1.713 -0.23
C 2.361 -0.028 8.242 -0.18
C -0.809 -1.160 -0.684 -0.01
C 1.416 1.870 -4.021 -0.07
C 1.550 0.649 2.603 0.00
C -3.764 -0.088 -1.991 -0.19
C -4.243 1.975 2.831 -0.15
C -2.956 1.327 -2.160 -0.23
C 1.640 2.208 -2.459 -0.34
C 3.176 -0.909 -1.354 -0.11
C -0.084 2.198 -0.677 -0.24
C -0.803 0.025 0.479 -0.24
C -3.121 2.501 1.706 -0.28
C 3.268 -3.629 -0.843 -0.13
C -3.545 1.992 0.218 -0.60
C 4.362 -7.609 -1.716 -0.17
C 4.053 -2.164 -0.679 -0.06
C -2.444 11.119 2.804 -0.18
C -1.521 2.987 -1.049 -0.50
C 1.625 -1.353 8.059 -0.18
C 3.064 -0.195 -5.328 -0.02
C 2.939 1.470 -4.842 -0.16
C 2.033 -12.466 -1.408 -0.17
C 3.074 -11.964 -0.411 -0.17
C -1.575 10.155 2.000 -0.18
C -2.621 5.514 -0.721 -0.23
C -1.443 4.439 -0.266 -0.20
C 4.141 0.378 -1.704 -0.21
C -5.398 0.059 -2.318 -0.22
C -6.032 -1.250 -3.073 -0.29
H -4.933 2.918 3.078 0.08
H -3.558 -0.660 -0.979 0.10
H 5.952 -6.170 -2.084 0.13
H 1.101 2.829 -4.655 0.14
H -0.438 4.941 -0.680 0.12
H -5.946 0.192 -1.293 0.06
H 1.387 3.377 -2.381 0.17
H -3.506 5.033 -1.314 0.03
H -3.186 5.844 1.575 0.10
H -2.254 7.245 0.720 0.11
H 2.133 0.418 9.215 0.13
H 0.654 3.089 -0.376 0.16
H -1.754 -1.860 -0.565 0.10
H 2.173 -12.003 -2.390 0.13
H -5.604 1.053 -2.937 0.11
H -3.118 11.701 2.169 0.14
H 3.443 -0.135 8.136 0.14
H 3.115 -12.607 0.474 0.13
H 3.990 2.044 -4.465 0.16
H -0.708 10.653 1.558 0.14
H -5.569 -2.284 -2.743 0.11
H -3.121 3.681 1.822 0.08
H -1.276 4.371 0.888 0.11
H -2.748 4.135 -3.149 -0.06
H -0.833 -0.748 -1.779 0.07
H 2.048 -13.553 -1.514 0.14
H -3.596 1.905 -2.989 0.11
H -1.902 0.965 -2.595 0.11
H -2.092 2.129 2.109 0.09
H 2.004 -0.700 -5.369 0.11
H 2.647 0.551 2.183 0.09
H -4.838 6.618 -0.545 0.04
H -2.143 6.311 -1.472 0.12
H -3.944 0.895 0.491 0.10
H 1.070 -0.433 2.486 0.09
H -1.829 11.800 3.401 0.13
H 1.640 -1.962 8.967 0.14
H 3.727 -6.821 -1.304 0.12
H 1.511 0.894 3.747 0.08
H 2.048 -1.928 7.229 0.13
H 4.027 -0.562 -5.887 0.12
H 4.071 -11.893 -0.854 0.14
H -7.474 -1.408 -1.626 0.07
H 6.324 -7.338 -0.786 0.14
H 4.220 -8.529 -1.141 0.12
H -4.895 1.084 2.443 0.07
H -5.094 7.013 1.098 0.07
H -3.634 1.624 3.796 0.09
H -2.156 9.666 1.211 0.12
H -5.977 -1.222 -4.246 0.12
H 0.131 -1.856 -0.604 0.07
H -3.371 -0.828 -2.842 0.12
H 0.686 0.975 -4.247 0.14
H -8.009 -2.093 -3.115 0.06

***

Record 4
98
Properties=species:S:1:pos:R:3:lowdin_charge:R:1 method="wB97M-V/def2-TZVPD" spin_multiplicity=4 max_force_ev_per_a=0.66 de_lowest_kj_mol=37.2 s_squared=3.766 charge=+2
Pd -0.417 -0.798 0.764 0.47
Ge 0.570 0.416 2.661 0.98
P -0.063 -3.067 0.218 0.90
P -1.768 2.711 -0.697 0.46
P -2.258 0.287 -2.264 0.53
O -2.411 1.899 -1.864 -0.25
O -0.618 2.180 0.018 -0.24
O -1.404 -0.481 -1.339 -0.34
N -1.582 0.405 -3.743 -0.29
N -1.532 4.232 -1.337 -0.20
N -3.047 3.117 0.334 -0.16
N -3.830 -0.154 -2.196 -0.29
C -4.119 -1.585 -2.094 -0.07
C -0.885 2.267 4.387 -0.10
C -2.286 1.054 -4.840 -0.08
C 0.251 -3.239 -1.576 -0.39
C 4.582 0.756 3.844 -0.07
C -2.748 3.435 1.722 -0.03
C 3.161 -0.725 1.987 -0.13
C -1.278 3.511 4.863 -0.07
C -2.324 4.839 -2.390 -0.04
C -0.542 -0.536 -4.165 -0.07
C 3.220 0.959 3.692 -0.10
C 0.569 3.329 2.804 -0.15
C 1.268 -4.063 0.970 -0.38
C -1.748 -1.193 3.557 -0.17
C -0.750 4.665 4.305 -0.08
C -0.662 5.146 -0.598 -0.03
C -1.855 -5.348 0.410 -0.12
C 0.264 -4.635 -2.199 -0.12
C -0.384 -0.945 3.717 -0.35
C 1.314 -4.045 2.489 -0.13
C -1.713 -2.763 5.372 -0.06
C -4.360 3.509 -0.131 -0.04
C 5.234 -0.188 3.068 -0.06
C -1.627 -3.874 0.728 -0.38
C 2.489 0.213 2.768 -0.33
C 0.303 -1.623 4.729 -0.11
C -2.409 -2.104 4.369 -0.08
C 4.522 -0.928 2.132 -0.07
C -4.929 0.604 -2.779 -0.09
C 0.182 4.571 3.278 -0.09
C -0.360 -2.512 5.557 -0.06
C 0.039 2.158 3.349 -0.34
H -0.735 -5.058 -2.268 0.06
H -1.978 3.578 5.683 0.11
H 6.296 -0.346 3.186 0.11
H -3.465 -2.290 4.230 0.11
H -1.559 1.539 -5.492 0.10
H -4.426 -1.986 -3.061 0.10
H -2.318 -0.655 2.792 0.08
H 2.210 -3.698 0.550 0.09
H -2.964 1.820 -4.466 0.07
H -5.111 3.069 0.527 0.12
H 0.372 -4.363 2.933 0.07
H -1.261 5.948 -0.159 0.11
H 1.235 -2.770 -1.707 0.09
H -3.240 -2.122 -1.746 0.06
H 5.135 1.335 4.569 0.11
H -0.120 4.605 0.173 0.07
H -5.816 0.482 -2.156 0.10
H -1.040 5.633 4.688 0.11
H 1.147 -5.085 0.602 0.08
H -4.926 -1.735 -1.377 0.10
H 0.063 -0.052 -4.931 0.10
H -2.862 0.338 -5.433 0.10
H -2.122 -5.504 -0.631 0.06
H -0.972 -1.449 -4.584 0.10
H -2.857 4.080 -2.956 0.08
H 0.045 5.587 -1.303 0.11
H 2.725 1.702 4.305 0.10
H 0.097 -0.782 -3.321 0.07
H 2.610 -1.299 1.241 0.07
H -2.937 4.496 1.909 0.12
H -1.294 1.374 4.842 0.10
H 0.888 -5.332 -1.644 0.07
H -0.459 -2.583 -2.087 0.03
H -1.652 5.379 -3.058 0.11
H -2.225 -3.463 6.017 0.11
H 0.178 -3.014 6.349 0.12
H 1.540 -3.050 2.858 0.04
H 1.361 -1.447 4.876 0.11
H -3.026 5.562 -1.964 0.11
H -4.460 4.598 -0.076 0.11
H -0.980 -5.957 0.625 0.07
H -2.670 -5.733 1.019 0.08
H -3.425 2.854 2.353 0.12
H -2.444 -3.253 0.342 0.07
H 0.625 5.469 2.869 0.11
H -4.688 1.662 -2.831 0.06
H 1.308 3.270 2.011 0.11
H -5.167 0.254 -3.786 0.10
H 2.091 -4.719 2.847 0.09
H 5.032 -1.656 1.518 0.11
H -1.716 3.183 1.950 0.05
H -4.529 3.168 -1.145 0.07
H -1.640 -3.720 1.814 0.06
H 0.666 -4.579 -3.211 0.08